Entry a
Entry from the Open Molecules 2025 dataset: 2 unconnected molecules or ions with the total composition C4H12N2S (the ωB97M-V functional and the def2-TZVPD basis).

The value obtained for the HOMO energy is -8.040 eV. Its LUMO energy is -2.1 eV. The HOMO-LUMO gap comes out at 0.217 Ha.

```
19
Properties=species:S:1:pos:R:3:mulliken_charge:R:1
S -0.210 1.636 2.096 -0.315
N 0.049 -1.571 1.639 -0.593
N 0.199 -0.952 -0.678 -0.446
C 0.781 1.169 0.729 -0.725
C -0.497 -1.802 0.348 -0.530
C -0.065 0.526 -0.359 1.107
C 0.229 1.244 -1.772 -1.506
H -2.014 0.697 0.303 0.438
H 1.571 0.390 1.031 0.288
H -0.100 -2.845 0.059 0.356
H -1.174 0.681 -0.084 -0.725
H 1.427 2.037 0.456 0.331
H 0.167 2.369 -1.769 0.383
H -0.353 -0.596 2.022 0.232
H 1.154 0.979 -2.121 0.498
H -0.203 -1.245 -1.582 0.296
H -1.597 -1.920 0.495 0.314
H 1.028 -1.425 1.774 0.313
H -0.393 0.627 -2.585 0.283
```


Entry b
Entry from the Open Molecules 2025 dataset: C4H12N2S in the gas phase (the ωB97M-V functional and the def2-TZVPD basis).

The value obtained for the HOMO energy is -7.915 eV. The structure (SMILES) is NCCNCCS. Its LUMO energy is 0.9 eV. The HOMO-LUMO gap comes out at 0.324 Ha.

```
19
Properties=species:S:1:pos:R:3:mulliken_charge:R:1
S -1.762 -1.952 -0.819 -0.218
N 0.039 0.528 -1.119 -0.308
N 1.275 -0.287 1.892 -0.394
C -2.327 -0.207 -0.716 -0.604
C -1.207 0.816 -0.457 -0.489
C 1.795 -0.333 0.554 -0.572
C 1.268 0.783 -0.401 -0.724
H -1.578 1.819 -0.658 0.279
H -0.669 -1.828 -0.061 0.035
H 1.645 -1.322 0.113 0.329
H -3.018 -0.179 0.119 0.353
H 0.076 -0.307 -1.674 0.255
H 0.576 -0.952 2.145 0.182
H 2.059 0.966 -1.137 0.386
H 1.680 0.361 2.537 0.160
H 1.149 1.642 0.222 0.355
H -2.835 -0.041 -1.661 0.341
H 2.880 -0.198 0.500 0.353
H -1.045 0.694 0.621 0.281
```


Entry c
Entry from the Open Molecules 2025 dataset: C4H12N2S in the gas phase (the ωB97M-V functional and the def2-TZVPD basis).

The value obtained for the HOMO energy is -8.812 eV. The structure (SMILES) is CNC[C@H](N)CS. Its LUMO energy is 0.9 eV. The HOMO-LUMO gap comes out at 0.357 Ha.

```
19
Properties=species:S:1:pos:R:3:mulliken_charge:R:1
S 1.739 0.669 2.844 -0.207
N -0.174 -1.268 1.472 -0.690
N -0.877 0.566 -0.981 -0.377
C -1.882 0.277 -2.036 -0.814
C 0.792 -0.631 0.563 0.198
C 0.113 -0.599 -0.776 -0.789
C 1.135 0.808 1.107 -0.759
H -1.026 -0.767 1.675 0.224
H -0.406 1.350 -1.421 0.226
H -1.734 0.696 -3.043 0.265
H 1.680 -1.235 0.656 0.343
H -1.977 -0.806 -2.114 0.283
H -2.895 0.558 -1.732 0.295
H 0.877 -0.569 -1.595 0.270
H -0.668 -1.288 -1.041 0.440
H 1.847 1.235 0.400 0.387
H 0.265 1.458 1.220 0.323
H 2.908 1.103 2.475 0.124
H 0.283 -1.556 2.326 0.260
```


Entry d
Entry from the Open Molecules 2025 dataset: C4H12N2S in the gas phase (the ωB97M-V functional and the def2-TZVPD basis).

The value obtained for the HOMO energy is -9.046 eV. The structure (SMILES) is NC[C@@H](N)CCS. Its LUMO energy is 0.9 eV. The HOMO-LUMO gap comes out at 0.367 Ha.

```
19
Properties=species:S:1:pos:R:3:mulliken_charge:R:1
S 0.572 1.134 2.118 -0.256
N 1.248 -1.328 -1.219 -0.741
N -1.608 -2.212 -0.883 -0.735
C -1.134 -0.900 -1.337 -0.738
C 0.163 -0.532 -0.638 0.445
C -0.126 1.766 0.556 -0.668
C 0.370 0.975 -0.672 -1.025
H -0.990 -0.841 -2.430 0.352
H 1.400 1.280 -0.868 0.400
H 0.225 2.783 0.439 0.378
H -0.857 -2.862 -1.098 0.256
H -1.208 1.744 0.576 0.339
H 1.560 -0.830 -2.046 0.262
H 2.037 -1.338 -0.593 0.240
H -0.189 1.357 -1.542 0.354
H -2.347 -2.506 -1.513 0.239
H -0.021 -0.780 0.399 0.374
H -1.906 -0.135 -1.176 0.389
H -0.584 0.931 2.758 0.135
```


It comes down to entry d, which is 16.0 kcal/mol more stable than the next structure.


Entry a
Entry from the Open Molecules 2025 dataset: 3 unconnected molecules or ions with the total composition C4H12N2S (the ωB97M-V functional and the def2-TZVPD basis).

The value obtained for the HOMO energy is -8.752 eV. Its LUMO energy is -1.0 eV. The HOMO-LUMO gap comes out at 0.285 Ha.

```
19
Properties=species:S:1:pos:R:3:mulliken_charge:R:1
S -0.445 -1.293 -0.826 -0.326
N -2.593 0.668 -0.559 -0.444
N 2.633 -0.345 -1.316 -0.593
C 0.953 -1.190 0.346 -0.652
C -1.733 0.965 0.469 -0.403
C -1.739 2.015 1.307 -0.904
C 2.300 -1.408 -0.361 -0.581
H -3.563 0.860 -0.356 0.222
H -2.409 -0.258 -0.832 0.219
H 3.102 -1.488 0.390 0.372
H 1.819 -0.224 -1.910 0.240
H -2.458 2.822 1.192 0.279
H -1.099 0.136 0.768 0.707
H 2.254 -2.340 -0.925 0.300
H -0.401 0.700 -0.806 0.318
H 2.818 0.527 -0.840 0.248
H 0.872 -1.931 1.142 0.369
H -1.243 2.003 2.262 0.257
H 0.932 -0.220 0.856 0.374
```


Entry b
Entry from the Open Molecules 2025 dataset: C4H12N2S in the gas phase (the ωB97M-V functional and the def2-TZVPD basis).

The value obtained for the HOMO energy is -8.751 eV. The structure (SMILES) is CC(C)S(C)(=N)=N. Its LUMO energy is 0.7 eV. The HOMO-LUMO gap comes out at 0.348 Ha.

```
19
Properties=species:S:1:pos:R:3:mulliken_charge:R:1
S -0.966 -0.257 -0.219 0.796
N -1.209 -1.689 0.250 -0.650
N -1.048 0.247 -1.670 -0.721
C 1.555 -1.369 0.183 -1.453
C 0.904 0.068 0.259 -0.025
C -1.798 1.124 0.939 -0.932
C 1.410 1.158 -0.601 -1.010
H -2.060 0.500 1.810 0.312
H 0.638 1.405 -1.296 0.346
H -1.006 1.822 1.352 0.304
H 2.354 0.830 -1.118 0.327
H 1.262 -1.871 -0.677 0.343
H -2.148 -2.137 -0.064 0.235
H -2.656 1.360 0.363 0.330
H 1.691 2.017 0.077 0.245
H 2.579 -1.151 0.220 0.536
H 1.183 -1.920 1.104 0.317
H 0.778 0.389 1.271 0.477
H -1.464 -0.528 -2.182 0.223
```


Entry c
Entry from the Open Molecules 2025 dataset: C4H12N2S in the gas phase (the ωB97M-V functional and the def2-TZVPD basis).

The value obtained for the HOMO energy is -8.793 eV. The structure (SMILES) is NCNCCCS. Its LUMO energy is 0.9 eV. The HOMO-LUMO gap comes out at 0.357 Ha.

```
19
Properties=species:S:1:pos:R:3:mulliken_charge:R:1
S 1.930 2.238 2.478 -0.215
N -0.451 -1.489 -2.876 -0.618
N -0.150 -0.951 -0.514 -0.294
C 1.339 1.118 1.168 -0.839
C -0.686 -0.363 0.701 -0.916
C -0.179 1.057 1.040 -0.246
C -1.043 -0.893 -1.674 -0.409
H -1.775 -0.235 0.576 0.351
H 0.773 -0.610 -0.740 0.256
H -0.581 1.719 0.269 0.242
H -0.550 -0.997 1.580 0.344
H -0.419 -2.493 -2.758 0.284
H 0.497 -1.149 -3.006 0.232
H -1.311 0.138 -1.912 0.319
H 1.832 1.541 0.285 0.322
H 1.739 0.116 1.300 0.390
H -1.917 -1.482 -1.427 0.354
H -0.660 1.283 1.992 0.327
H 1.613 1.451 3.519 0.116
```


It comes down to entry c, which is 78.3 kcal/mol more stable than the next structure.


Entry a
Entry from the Open Molecules 2025 dataset: 2 unconnected molecules or ions with the total composition C7H10N2O (the ωB97M-V functional and the def2-TZVPD basis).

The value obtained for the HOMO energy is -9.738 eV. The structure (SMILES) is N#C[C@]12[C@@H]3CC[C@H]1[C@H]2N3.O. Its LUMO energy is 0.6 eV. The HOMO-LUMO gap comes out at 0.381 Ha.

```
20
Properties=species:S:1:pos:R:3:mulliken_charge:R:1
O 2.473 -1.099 -1.786 -0.732
N -0.425 -0.461 -1.253 -0.598
N 2.921 -1.016 1.112 -0.692
C -0.712 -0.390 1.244 -0.422
C 0.081 0.786 -0.603 0.058
C -1.715 0.731 1.005 -0.784
C -0.331 -1.172 0.017 -0.194
C 1.993 -0.309 0.878 -0.128
C 0.603 -0.100 0.562 0.668
C -1.023 1.656 -0.024 -0.925
H -1.388 -0.362 -1.579 0.292
H -0.576 2.531 0.469 0.364
H -2.666 0.336 0.620 0.332
H 0.810 1.325 -1.221 0.509
H -1.706 2.014 -0.807 0.350
H 2.987 -1.559 -0.918 0.344
H -1.939 1.256 1.942 0.368
H -0.668 -0.927 2.192 0.512
H -0.220 -2.257 0.039 0.308
H 1.502 -0.981 -1.889 0.372
```


Entry b
Entry from the Open Molecules 2025 dataset: a molecular structure, C7H10N2O (the ωB97M-V functional and the def2-TZVPD basis).

The value obtained for the HOMO energy is -8.787 eV. Its LUMO energy is 0.4 eV. The HOMO-LUMO gap comes out at 0.337 Ha.

```
20
Properties=species:S:1:pos:R:3:mulliken_charge:R:1
O -2.848 0.343 -0.402 -0.693
N -2.001 0.502 -2.279 -0.563
N -0.403 0.606 1.117 -0.685
C 1.203 -1.115 2.234 -1.377
C 0.315 -0.879 -0.329 -0.736
C -1.798 0.792 -0.998 0.409
C -0.473 0.491 -0.368 0.712
C 0.682 -0.391 1.038 0.630
C 0.826 1.189 -0.826 -0.688
C 1.533 0.013 -0.167 -0.560
H -1.222 0.131 1.499 0.337
H -1.343 0.943 -2.912 0.214
H -3.183 0.050 -1.846 0.480
H 0.987 2.206 -0.441 0.291
H 2.581 -0.277 -0.245 0.399
H 0.403 -1.685 2.729 0.320
H 0.165 -1.856 -0.785 0.439
H 1.994 -1.817 1.937 0.334
H 1.627 -0.404 2.959 0.316
H 0.954 1.160 -1.916 0.421
```


It comes down to entry a, which is 46.0 kcal/mol more stable than the next structure.


Entry a
Entry from the Open Molecules 2025 dataset: C2H5O2P in the gas phase (the ωB97M-V functional and the def2-TZVPD basis).

The value obtained for the HOMO energy is -9.036 eV. The structure (SMILES) is C=CO[PH2]=O. Its LUMO energy is 0.8 eV. The HOMO-LUMO gap comes out at 0.362 Ha.

```
10
Properties=species:S:1:pos:R:3:mulliken_charge:R:1
P 0.350 -1.386 0.405 0.414
O -1.038 -0.649 -0.107 -0.378
O 1.127 -0.311 0.917 -0.487
C 0.208 1.263 -0.527 -0.806
C -0.904 0.711 -0.210 0.173
H 0.723 -2.025 -0.778 0.092
H 1.038 0.570 -0.777 0.253
H -1.885 1.114 0.031 0.358
H -0.277 -2.478 1.291 0.091
H 0.519 2.224 -0.359 0.290
```


Entry b
Entry from the Open Molecules 2025 dataset: a molecular structure, C2H5O2P (the ωB97M-V functional and the def2-TZVPD basis).

The value obtained for the HOMO energy (spin up / spin down) is -9.222 / -9.191 eV. Its LUMO energy (spin up / spin down) is -1.7 / -1.6 eV. The HOMO-LUMO gap (spin up / spin down) comes out at 0.277 / 0.280 Ha.

```
10
Properties=species:S:1:pos:R:3:mulliken_charge:R:1
P -1.106 0.001 0.345 0.190
O -3.765 0.582 -0.332 -0.211
O -0.255 -1.344 0.041 -0.322
C 1.020 -0.725 -0.271 -0.237
C 0.529 0.717 -0.166 -0.496
H 1.851 -1.140 0.303 0.263
H 0.761 1.140 -1.164 0.279
H 1.098 -0.858 -1.336 0.213
H 0.828 1.435 0.718 0.256
H -0.963 0.191 1.863 0.065
```


It comes down to entry a, which is 115.1 kcal/mol more stable than the next structure.


Entry a
Entry from the Open Molecules 2025 dataset: C5H6N2O2 in the gas phase (the ωB97M-V functional and the def2-TZVPD basis).

The value obtained for the HOMO energy is -9.595 eV. The structure (SMILES) is C#CC(=O)N/C(C)=N/O. Its LUMO energy is 0.5 eV. The HOMO-LUMO gap comes out at 0.373 Ha.

```
15
Properties=species:S:1:pos:R:3:mulliken_charge:R:1
O 1.059 -0.052 2.235 -0.394
O -1.562 -0.295 -2.478 -0.568
N -0.373 -1.171 -0.766 -0.304
N 0.100 -0.670 1.426 -0.430
C -1.921 0.680 -0.411 -0.306
C 0.477 -0.682 0.187 0.603
C -1.318 -0.314 -1.276 -0.061
C 1.764 -0.093 -0.328 -1.032
C -2.362 1.523 0.321 0.480
H 1.905 -0.303 -1.392 0.366
H 0.540 0.186 3.026 0.365
H 1.718 0.993 -0.193 0.252
H -2.723 2.273 0.986 0.387
H 0.081 -1.587 -1.569 0.295
H 2.615 -0.487 0.232 0.344
```


Entry b
Entry from the Open Molecules 2025 dataset: C5H6N2O2 in the gas phase (the ωB97M-V functional and the def2-TZVPD basis).

The value obtained for the HOMO energy is -7.954 eV. The structure (SMILES) is [O-][n+]1ccc(NO)cc1. Its LUMO energy is 0.4 eV. The HOMO-LUMO gap comes out at 0.306 Ha.

```
15
Properties=species:S:1:pos:R:3:mulliken_charge:R:1
O 1.580 2.536 -0.824 -0.717
O -2.027 -2.043 1.153 -0.390
N -1.005 -2.126 0.322 -0.201
N 0.947 1.525 -0.458 0.559
C 1.030 -0.839 -0.033 -0.599
C 1.616 0.397 -0.165 -0.440
C -0.438 1.539 -0.296 -0.340
C -1.123 0.339 -0.117 -0.510
C -0.328 -0.852 0.153 0.604
H 2.701 0.557 -0.381 0.376
H -0.820 2.329 -1.052 0.274
H 1.615 -1.817 0.073 0.182
H -2.107 0.262 -0.063 0.582
H -1.698 -1.652 2.074 0.344
H -0.252 -2.924 0.417 0.276
```


Entry c
Entry from the Open Molecules 2025 dataset: C5H6N2O2 in the gas phase (the ωB97M-V functional and the def2-TZVPD basis).

The value obtained for the HOMO energy is -9.477 eV. The structure (SMILES) is O=C1N[C@@H]2C[C@@H]2C=NO1. Its LUMO energy is 0.5 eV. The HOMO-LUMO gap comes out at 0.368 Ha.

```
15
Properties=species:S:1:pos:R:3:mulliken_charge:R:1
O 0.044 -0.274 2.562 -0.588
O 0.543 -1.109 0.595 -0.185
N 1.670 -0.699 -0.189 -0.479
N -0.750 0.806 0.791 -0.140
C -0.987 1.059 -0.609 -0.116
C 0.012 -0.179 1.362 0.524
C 1.247 -0.191 -1.294 -0.147
C -1.415 -0.047 -1.476 -0.674
C -0.044 0.417 -1.681 -0.057
H -2.117 0.125 -2.314 0.274
H -1.481 -1.022 -1.024 0.265
H 0.027 1.115 -2.522 0.396
H -1.247 1.504 1.343 0.244
H 2.062 0.123 -1.948 0.343
H -1.259 2.116 -0.823 0.341
```


It comes down to entry c, which is 13.3 kcal/mol more stable than the next structure.